No. 1
The following is a DFT calculation (ωB97M-V/def2-TZVPD) of a structure of composition C45H46AsFN2O4SV.

Results
electronic energy = -5829.830200 hartree
total charge = +3
LUMO (alpha / beta) = -9.1 / -10.2 eV
F_max = 3.10 eV/A
highest occupied orbital energy (alpha / beta) = -15.785 / -15.782 eV

Each line ends with the Mulliken charge.
Geometry (Å):
V (-0.216, -0.393, -1.090)  0.04
C (6.966, -1.510, -0.240)  -1.40
C (6.378, -1.832, -1.614)  -0.26
C (6.844, -3.168, -2.176)  -1.06
C (6.426, -4.307, -1.253)  -1.25
C (4.974, -4.199, -0.875)  0.76
C (4.290, -5.301, -0.412)  -0.63
C (2.937, -5.221, -0.078)  -0.10
F (2.322, -6.308, 0.362)  -0.32
C (2.225, -4.060, -0.213)  -0.63
C (2.888, -2.931, -0.708)  1.06
C (2.174, -1.709, -0.919)  0.79
O (0.931, -1.599, -0.492)  -0.41
C (2.835, -0.663, -1.571)  0.15
C (4.203, -0.773, -1.813)  -0.07
N (4.894, -1.848, -1.507)  0.03
C (4.266, -2.987, -1.027)  -0.74
C (2.131, 0.550, -2.084)  -0.04
O (2.602, 1.244, -2.935)  -0.57
O (0.927, 0.780, -1.525)  -0.29
H (8.052, -1.575, -0.296)  0.40
H (6.619, -2.206, 0.524)  0.40
H (6.702, -0.499, 0.069)  0.39
H (6.638, -1.032, -2.306)  0.56
H (7.926, -3.141, -2.288)  0.44
H (6.414, -3.313, -3.169)  0.35
H (7.036, -4.308, -0.346)  0.39
H (6.598, -5.267, -1.738)  0.54
H (4.799, -6.252, -0.314)  0.58
H (1.176, -4.015, 0.041)  0.59
H (4.728, 0.062, -2.259)  0.60
C (-2.459, -1.074, -4.712)  -1.20
S (-2.475, -0.116, -3.202)  0.54
O (-1.340, -0.849, -2.368)  -0.65
C (-1.718, 1.417, -3.667)  0.82
C (-0.525, 1.465, -4.379)  -0.45
C (0.022, 2.702, -4.668)  -0.54
C (-0.619, 3.864, -4.251)  -0.62
C (-1.813, 3.801, -3.545)  -0.58
C (-2.374, 2.570, -3.243)  -0.42
H (-1.462, -1.093, -5.145)  0.39
H (-3.170, -0.602, -5.392)  0.46
H (-2.798, -2.079, -4.465)  0.48
H (-0.026, 0.566, -4.723)  0.20
H (0.953, 2.755, -5.214)  0.46
H (-0.185, 4.826, -4.490)  0.46
H (-2.315, 4.709, -3.240)  0.52
H (-3.317, 2.506, -2.712)  0.46
C (-6.939, 3.494, 0.822)  -1.65
C (-5.592, 2.896, 0.565)  0.36
C (-4.443, 3.682, 0.509)  -1.07
C (-3.191, 3.120, 0.352)  -0.23
C (-1.962, 3.992, 0.275)  -1.79
C (-3.083, 1.714, 0.271)  1.13
As (-1.239, 1.132, 0.520)  2.02
N (-1.172, -0.649, 0.389)  1.34
C (-1.563, -1.757, 1.126)  0.84
C (-1.563, -3.028, 0.526)  -0.84
C (-1.967, -4.131, 1.251)  -0.84
C (-2.393, -3.987, 2.567)  -0.62
C (-2.409, -2.730, 3.163)  -0.78
C (-1.995, -1.622, 2.452)  -0.54
C (-0.508, 1.634, 2.307)  0.78
C (0.888, 1.737, 2.409)  0.49
C (1.804, 1.678, 1.217)  -1.47
C (1.452, 1.920, 3.662)  -1.09
C (0.672, 2.046, 4.807)  0.41
C (1.288, 2.236, 6.157)  -1.52
C (-0.710, 2.009, 4.657)  -1.34
C (-1.332, 1.812, 3.432)  1.14
C (-2.840, 1.837, 3.411)  -1.59
C (-4.232, 0.904, 0.181)  0.92
C (-4.252, -0.586, -0.053)  -1.72
C (-5.461, 1.526, 0.349)  -0.81
H (-6.869, 4.552, 1.062)  0.42
H (-7.430, 2.975, 1.646)  0.38
H (-7.584, 3.382, -0.051)  0.35
H (-4.535, 4.758, 0.599)  0.46
H (-2.235, 5.040, 0.175)  0.52
H (-1.347, 3.715, -0.586)  0.22
H (-1.354, 3.895, 1.179)  0.32
H (-1.291, -3.123, -0.519)  0.56
H (-1.960, -5.110, 0.791)  0.49
H (-2.723, -4.851, 3.127)  0.46
H (-2.749, -2.618, 4.183)  0.50
H (-1.991, -0.642, 2.906)  0.52
H (1.382, 2.231, 0.377)  0.34
H (1.987, 0.641, 0.922)  0.11
H (2.767, 2.123, 1.458)  0.59
H (2.530, 1.979, 3.748)  0.43
H (2.374, 2.195, 6.115)  0.39
H (0.934, 1.471, 6.849)  0.36
H (0.998, 3.201, 6.574)  0.36
H (-1.337, 2.142, 5.531)  0.54
H (-3.234, 1.436, 4.344)  0.52
H (-3.263, 1.275, 2.584)  0.18
H (-3.193, 2.867, 3.329)  0.47
H (-3.352, -0.955, -0.526)  -0.22
H (-5.101, -0.837, -0.689)  0.61
H (-4.387, -1.125, 0.886)  0.34
H (-6.353, 0.911, 0.326)  0.56

No. 2
The following is a DFT calculation (ωB97M-V/def2-TZVPD) of a structure of composition CH2IN2PS.

Results
relative energy (zero: lowest compared OMol25 entry of this formula, charge and spin) = 2.953 eV
electronic energy = -1185.931145 hartree
total charge = 0
LUMO = -0.6 eV
F_max = 2.81 eV/A
highest occupied orbital energy = -8.237 eV

Each line ends with the Mulliken charge.
Geometry (Å):
C (3.443, -1.075, -0.102)  0.31
N (2.405, -0.640, 0.266)  -0.01
N (1.137, -0.653, -0.088)  -0.13
P (-0.128, -0.700, 0.793)  0.00
S (4.806, -1.775, -0.373)  -0.36
I (-0.685, 1.898, 2.463)  0.00
H (-0.912, -0.673, -0.297)  0.09
H (-2.148, 2.068, 2.013)  0.10

Which of these has the lowest electronic energy? C45H46AsFN2O4SV